[1]
78
Properties=species:S:1:pos:R:3:forces:R:3:mulliken_charge:R:1 method="wB97M-V/def2-TZVPD" multiplicity=1 de_lowest_ev=0.000 gap_ev=8.19
K -2.631 2.207 2.351 0.1 -0.3 -0.9 0.948
O 0.693 -0.323 0.339 1.0 -0.8 -0.3 0.827
C -0.508 0.085 -0.049 -3.2 -1.3 -0.2 0.202
O -0.774 1.223 0.317 -0.6 3.1 0.7 -1.121
O -1.340 -0.686 -0.587 0.9 -0.5 0.0 -0.440
H 1.000 0.536 0.637 1.0 0.2 0.5 -0.188
C 0.357 -0.543 4.046 0.3 -0.3 0.1 -1.291
C 1.616 -1.101 3.324 -1.9 1.2 0.4 0.416
O 2.584 -0.021 3.355 -0.1 -1.7 -0.2 -0.554
H 0.595 -0.165 5.040 0.2 -0.3 0.1 0.415
H -0.451 -1.271 4.119 0.2 -0.3 0.1 0.391
H -0.094 0.318 3.553 0.4 0.1 -0.6 0.121
H 1.320 -1.367 2.309 0.3 0.2 -0.1 -0.406
H 2.005 -2.015 3.773 0.1 0.2 0.4 0.537
H 3.399 -0.525 3.292 0.6 0.6 -0.1 0.248
C -1.833 -3.248 1.671 -0.8 -0.4 -0.3 -0.629
C -2.996 -3.550 0.651 1.1 1.2 0.2 -0.335
O -2.528 -3.359 -0.699 -0.5 -1.2 0.6 -0.577
H -0.935 -3.778 1.355 0.1 0.3 -0.3 0.261
H -1.995 -3.603 2.688 -0.6 -0.2 0.1 0.496
H -1.669 -2.175 1.770 0.2 0.0 -0.4 -0.051
H -3.839 -2.872 0.790 -0.1 0.2 0.4 0.135
H -3.401 -4.550 0.807 0.4 -0.2 -0.5 0.361
H -2.201 -2.462 -0.803 0.3 0.3 0.3 0.345
C -4.130 4.222 -2.284 0.3 0.0 0.0 -1.099
C -2.788 3.554 -1.978 -0.1 0.5 0.4 0.010
O -2.654 3.254 -0.581 -0.6 0.1 0.1 -0.395
H -4.356 5.128 -1.721 0.5 0.0 0.3 0.281
H -4.986 3.569 -2.115 0.2 -0.2 -0.2 0.151
H -4.094 4.551 -3.323 -0.2 -0.2 -0.1 0.387
H -1.951 4.208 -2.223 -0.1 0.3 -0.3 0.404
H -2.650 2.661 -2.588 -0.2 -0.2 0.1 0.115
H -1.918 2.643 -0.495 0.4 -0.5 0.1 0.256
C 3.391 0.765 -0.850 0.5 0.0 0.0 -0.168
C 4.840 0.335 -1.129 -0.3 -1.0 0.1 -0.273
O 5.348 0.923 -2.280 0.3 1.2 -1.3 -0.549
H 3.273 1.848 -0.808 0.4 0.1 0.1 0.550
H 3.082 0.355 0.112 0.0 0.0 0.0 -0.494
H 2.684 0.451 -1.618 0.2 -0.4 0.0 0.324
H 4.932 -0.730 -1.344 -0.7 -0.5 0.7 0.052
H 5.543 0.515 -0.315 -0.3 0.3 0.6 0.253
H 5.942 0.297 -2.700 0.0 0.2 -0.1 0.332
C 4.431 3.031 3.228 -0.1 0.2 -0.9 -1.019
C 3.210 3.095 2.291 1.0 -1.1 1.2 0.123
O 2.076 2.660 3.030 -0.7 1.1 -0.5 -0.530
H 4.352 3.757 4.038 0.1 -0.1 0.0 0.286
H 5.299 3.225 2.598 0.3 0.2 0.3 0.360
H 4.549 2.023 3.627 -0.1 0.0 0.1 0.214
H 3.398 2.366 1.504 0.0 0.2 -0.4 -0.160
H 3.129 4.097 1.869 -0.6 -0.1 0.1 0.411
H 2.180 1.709 3.111 0.0 -0.3 0.2 0.410
C -5.720 1.487 -0.393 0.3 -0.5 0.4 -1.540
C -4.616 0.490 -0.668 -0.1 -0.2 -1.0 0.664
O -3.943 0.143 0.522 0.0 0.5 1.0 -0.555
H -5.320 2.403 0.042 0.0 0.1 -0.1 0.273
H -6.357 1.000 0.345 -0.4 0.2 0.0 0.410
H -6.293 1.724 -1.289 0.0 -0.1 0.1 0.334
H -3.896 0.816 -1.418 0.1 0.4 0.0 -0.153
H -5.024 -0.432 -1.083 -0.4 -0.1 -0.1 0.347
H -3.119 -0.253 0.230 0.7 -0.3 -0.1 0.167
C 4.137 -3.668 0.131 0.6 -0.4 0.2 -1.527
C 3.133 -2.671 0.625 0.5 0.2 0.0 0.416
O 2.225 -2.451 -0.417 -0.1 -0.4 0.1 -0.526
H 3.588 -4.509 -0.292 0.2 0.0 -0.1 0.341
H 4.751 -4.043 0.950 0.0 -0.1 0.2 0.401
H 4.848 -3.265 -0.590 -0.3 0.1 -0.3 0.273
H 3.605 -1.739 0.935 0.4 0.4 -0.1 0.005
H 2.729 -3.042 1.567 -0.8 -0.4 -0.1 0.199
H 1.583 -1.795 -0.137 -0.2 0.2 -0.1 0.351
C -1.769 -1.316 -5.494 0.6 -0.2 0.0 -1.396
C -1.502 -1.448 -4.000 -0.8 -0.1 0.2 0.017
O -1.950 -0.352 -3.235 -0.2 1.2 -0.8 -0.535
H -1.333 -2.193 -5.972 -0.2 -0.3 0.0 0.385
H -1.238 -0.503 -5.990 -0.1 0.4 0.3 0.345
H -2.828 -1.278 -5.748 0.0 0.1 0.2 0.322
H -0.450 -1.616 -3.771 0.2 -0.3 -0.3 0.205
H -2.113 -2.267 -3.619 0.4 -0.8 -0.3 0.216
H -1.636 -0.487 -2.338 0.0 0.0 0.5 0.221

[2]
39
Properties=species:S:1:pos:R:3:forces:R:3:mulliken_charge:R:1 method="wB97M-V/def2-TZVPD" multiplicity=1 total_charge=+2 gap_ev="4.97 / 5.20"
Os -0.352 0.084 0.049 -0.7 0.1 0.8 0.942
C 0.517 4.212 -0.890 -0.1 -0.2 -0.1 -0.853
C 1.831 4.158 -1.342 -0.2 -0.1 0.1 -0.394
C 2.460 2.927 -1.434 -0.2 -0.5 0.1 -0.770
C 1.778 1.776 -1.055 0.6 0.5 -0.3 1.139
N 0.504 1.854 -0.598 0.2 -0.6 0.4 -0.196
C -0.112 3.036 -0.520 -0.3 0.9 0.0 0.158
C 2.286 0.412 -1.132 0.7 0.1 -0.5 1.042
C 3.570 0.053 -1.537 -0.6 0.5 0.1 -0.758
C 3.900 -1.290 -1.658 0.0 -0.1 0.0 -0.630
C 2.971 -2.275 -1.349 -0.5 -0.2 -0.1 -1.021
C 1.711 -1.926 -0.886 0.4 -0.9 0.1 -0.028
C 1.345 -0.593 -0.805 -1.3 1.1 1.4 0.035
H -0.011 5.150 -0.836 -0.1 0.0 0.1 0.436
H 2.359 5.057 -1.624 0.0 0.0 0.0 0.473
H 3.467 2.854 -1.806 0.1 0.0 0.0 0.387
H -1.133 3.042 -0.148 0.2 0.0 0.0 0.433
H 4.319 0.803 -1.741 0.0 0.1 -0.1 0.416
H 4.892 -1.568 -1.987 0.0 0.0 0.0 0.438
H 3.225 -3.319 -1.443 0.1 -0.1 0.0 0.443
H 1.020 -2.706 -0.602 0.0 -0.1 0.1 0.253
C -0.479 0.465 4.162 0.0 0.0 -0.1 -1.061
C -0.482 0.295 2.687 0.5 -0.7 0.9 0.956
O -1.089 1.084 1.915 0.4 0.1 -2.3 -0.619
O 0.154 -0.660 2.150 -0.6 -0.3 -1.9 -0.609
H -1.048 1.344 4.448 0.0 0.0 0.0 0.341
H 0.552 0.549 4.502 0.0 0.1 0.0 0.337
H -0.889 -0.428 4.629 -0.1 0.0 0.0 0.337
I -3.005 -5.487 0.089 0.0 0.7 0.0 0.232
C -3.161 -3.386 -0.020 0.2 -0.5 -0.1 -0.715
C -4.398 -2.749 0.036 0.3 0.1 0.0 -0.014
C -4.431 -1.368 -0.095 0.2 0.1 -0.1 -0.874
C -3.243 -0.672 -0.247 -0.4 0.3 0.0 0.106
N -2.053 -1.289 -0.264 1.3 0.4 1.0 -0.269
C -2.009 -2.617 -0.167 -0.2 -0.8 0.1 0.594
H -5.312 -3.308 0.178 0.0 -0.1 0.0 0.453
H -5.368 -0.831 -0.083 0.0 0.0 0.0 0.419
H -3.250 0.408 -0.361 0.0 0.0 0.0 0.408
H -1.039 -3.093 -0.218 -0.1 0.1 0.1 0.035

[3]
37
Properties=species:S:1:pos:R:3:forces:R:3:mulliken_charge:R:1 method="wB97M-V/def2-TZVPD" multiplicity=1 total_charge=-1 gap_ev=3.19
C 0.841 2.166 -3.267 1.5 0.6 -1.1 -1.004
C 1.952 1.206 -3.199 0.6 1.8 -0.6 -0.111
C 2.559 1.349 -1.951 1.1 2.3 -0.4 -0.177
C 1.835 2.400 -1.221 2.6 2.0 -1.4 -1.032
C 0.866 2.986 -2.095 2.3 0.6 -0.5 -0.384
Sn 0.225 0.822 -1.536 -1.6 -2.7 2.4 -0.060
P -1.505 -0.349 -2.421 -1.6 -2.3 -0.8 -0.129
H 0.209 2.330 -4.143 0.2 -0.1 0.4 0.524
H 2.220 0.492 -3.979 -0.4 0.2 0.5 0.466
H 3.396 0.769 -1.559 -0.6 0.1 0.0 0.441
H 0.221 3.838 -1.879 0.1 -0.7 0.0 0.527
H 2.109 2.778 -0.233 -0.3 -0.3 -0.4 0.587
H -1.679 -1.680 -1.972 -0.5 0.1 -0.3 -0.037
H -1.528 -0.543 -3.825 -0.5 0.2 -0.2 0.022
H -2.807 0.169 -2.213 -1.4 -0.5 -0.5 -0.067
C -0.101 -3.241 0.900 0.1 -0.4 -0.1 -1.252
C -0.960 -2.038 1.279 -0.3 -0.5 0.7 -0.731
P -0.373 -0.504 0.451 -1.1 -1.4 -1.1 0.301
C -1.809 0.585 0.876 0.2 1.0 1.8 -0.274
C -2.252 0.554 2.338 -0.7 0.2 0.4 -1.253
C 1.311 -0.345 1.196 0.1 0.7 1.3 -0.570
C 1.370 -0.510 2.716 0.5 0.0 0.4 -1.277
H -0.101 -3.378 -0.202 0.2 0.1 0.6 0.255
H -0.520 -4.155 1.372 0.3 0.3 -0.3 0.378
H 0.943 -3.122 1.251 -0.5 -0.1 -0.3 0.265
H -1.993 -2.244 0.924 0.4 0.3 0.2 0.404
H -0.990 -1.931 2.380 -0.2 -0.2 -0.3 0.373
H -1.532 1.636 0.648 -0.2 -0.8 -0.1 0.348
H -2.675 0.307 0.242 0.6 -0.1 0.0 0.108
H -1.424 0.857 3.008 -0.4 -0.2 -0.2 0.217
H -3.085 1.275 2.477 0.3 -0.3 0.1 0.451
H -2.636 -0.442 2.632 0.3 0.5 0.0 0.236
H 1.994 -1.075 0.714 -0.6 0.4 -0.1 0.406
H 1.694 0.671 0.983 -0.2 -0.6 -0.2 0.140
H 1.084 -1.528 3.039 0.0 0.5 0.0 0.251
H 2.414 -0.343 3.055 -0.5 -0.1 0.0 0.452
H 0.726 0.239 3.216 0.3 -0.5 -0.1 0.206

[4]
38
Properties=species:S:1:pos:R:3:forces:R:3:mulliken_charge:R:1 method="wB97M-V/def2-TZVPD" multiplicity=1 smiles="C=C(C)C(=O)N[N+](C)(C)C[C@](C)([O-])C(=C)C" de_lowest_ev=5.690 gap_ev=7.58
C 3.592 -2.182 -2.379 -1.5 0.9 2.0 -1.007
C 2.620 -1.832 -1.450 2.1 -1.4 -0.7 0.710
C 2.524 -2.578 -0.122 -0.5 1.1 -0.1 -1.299
C 1.677 -0.724 -1.763 -2.5 2.2 -2.9 0.640
O 1.683 -0.142 -2.867 0.6 -0.6 1.4 -0.699
N 0.643 -0.429 -0.859 2.1 -1.9 1.5 -0.378
N -0.437 0.534 -0.923 1.0 -0.8 -1.4 0.630
C -1.366 0.122 -2.022 -1.3 -0.9 -0.1 -0.805
C 0.148 1.872 -1.252 0.3 0.7 -0.7 -0.859
C -1.163 0.579 0.380 -0.9 -0.4 1.6 -1.847
C -1.715 -0.731 1.036 1.8 -2.7 0.3 2.374
C -1.964 -0.374 2.517 0.4 0.6 -0.6 -1.969
O -0.709 -1.735 1.076 -0.9 1.3 -1.1 -1.011
C -3.059 -1.201 0.403 -0.6 -2.8 -1.9 0.251
C -3.216 -2.493 -0.132 1.5 2.9 1.8 -1.132
C -4.227 -0.226 0.221 1.0 0.2 0.9 -1.372
H 4.333 -2.948 -2.088 -0.6 0.4 -0.3 0.277
H 3.708 -1.666 -3.334 -0.2 -0.2 0.3 0.305
H 2.514 -1.854 0.713 -0.1 -0.4 -0.2 0.309
H 3.350 -3.240 0.029 0.6 -0.3 -0.1 0.418
H 1.627 -3.191 -0.064 -0.3 0.2 0.1 0.292
H 0.547 -1.164 -0.109 -1.6 0.8 0.4 0.241
H -0.860 0.107 -2.979 0.4 0.0 0.1 0.413
H -2.216 0.800 -2.089 0.2 0.4 0.2 0.390
H -1.820 -0.870 -1.786 0.8 0.7 0.0 0.321
H 0.527 1.873 -2.285 -0.3 -0.3 0.4 0.394
H -0.620 2.639 -1.155 -0.1 -0.2 0.1 0.353
H 1.001 2.133 -0.629 -0.2 -0.4 0.4 0.334
H -2.051 1.210 0.310 0.5 0.5 -0.7 0.542
H -0.499 0.975 1.145 0.3 0.2 -0.4 0.405
H -1.002 -0.093 2.956 -0.1 -0.2 0.0 0.460
H -2.626 0.470 2.608 -0.6 0.5 0.4 0.358
H -2.348 -1.239 3.033 -0.2 -0.2 0.0 0.424
H -2.372 -3.194 -0.038 -0.4 0.4 0.0 0.260
H -4.128 -2.842 -0.597 -0.1 0.2 0.1 0.322
H -3.984 0.514 -0.551 -0.1 0.1 0.1 0.217
H -4.502 0.307 1.158 0.3 -0.2 -0.5 0.243
H -5.088 -0.772 -0.100 -0.6 -0.3 -0.3 0.495

Here are the calculated strongest force on any atom numbers, same order: 3.5; 2.4; 3.9; 4.4 (eV Å⁻¹).